1.
Here is 2 unconnected molecules or ions with the total composition CHClOS2 from OMol25. Energies are from ωB97M-V/def2-TZVPD.

The geometry in XYZ format:
```
6
Properties=species:S:1:pos:R:3:forces:R:3:mulliken_charge:R:1
H 0.421009 1.014244 0.993360 -0.1 -0.3 -0.5 0.263
S 0.375531 1.797056 3.868665 0.3 -0.4 0.5 -0.025
C -0.811144 2.104324 2.631279 1.2 0.9 1.1 0.383
O -1.785530 1.686954 2.184187 -2.3 -0.4 -0.4 -0.344
Cl -0.434002 0.406292 0.235650 0.7 -0.3 -0.5 -0.248
S 0.353839 3.390547 2.457873 0.3 0.6 -0.3 -0.029
```
Positions in Å, forces in eV/Å.

Results
E_HOMO ... -9.539 eV
Structure (SMILES) ... O=C1SS1.Cl
Electronic energy ... -37292.393 eV
Largest force on an atom ... 2.40 eV/A
Molecular weight ... 128.61 g/mol
2S+1 ... 1

2.
Here is a molecular structure, CHCrO2 from OMol25. Energies are from ωB97M-V/def2-TZVPD.

The geometry in XYZ format:
```
5
Properties=species:S:1:pos:R:3:forces:R:3:mulliken_charge:R:1
O -1.382406 0.154559 -0.068378 0.4 1.4 0.0 -0.439
Cr 1.798403 0.907232 0.080954 -0.5 -0.4 0.0 1.244
C -0.210236 0.616960 -0.025446 -1.9 -4.5 0.0 0.346
O 0.510003 -0.579053 0.030208 1.8 1.2 0.1 -0.672
H -0.715766 -1.099696 -0.017339 0.2 2.3 0.0 0.521
```
Positions in Å, forces in eV/Å.

Results
E_HOMO (alpha / beta) ... -15.722 / -15.821 eV
Electronic energy ... -33557.468 eV
⟨S²⟩ ... 6.048
Charge ... +1
Largest force on an atom ... 4.83 eV/A
Molecular weight ... 97.01 g/mol
2S+1 ... 5

3.
Here is a molecular structure, CHCsFLiO2 from OMol25. Energies are from ωB97M-V/def2-TZVPD.

The geometry in XYZ format:
```
7
Properties=species:S:1:pos:R:3:forces:R:3:mulliken_charge:R:1
Li 0.079447 2.048086 -1.439332 0.0 -0.9 0.9 0.880
Cs 0.244705 -2.243264 1.792608 0.3 1.0 -0.9 0.959
F 1.818368 -0.133252 -0.518834 -0.3 -0.2 0.2 -0.940
O -1.365590 2.065239 0.602947 -0.7 0.1 -0.5 0.004
C -1.216907 3.158663 -0.009058 -0.2 0.1 -0.1 -0.365
O -0.971646 0.952045 -0.204502 0.4 -0.2 0.2 -0.663
H -1.778093 3.896352 0.598857 0.5 0.1 0.2 0.126
```
Positions in Å, forces in eV/Å.

Results
E_HOMO ... -7.339 eV
Electronic energy ... -8613.800 eV
Largest force on an atom ... 1.36 eV/A
Molecular weight ... 203.86 g/mol
2S+1 ... 1

4.
Here is CHF2N in the gas phase from OMol25. Energies are from ωB97M-V/def2-TZVPD.

The geometry in XYZ format:
```
5
Properties=species:S:1:pos:R:3:forces:R:3:mulliken_charge:R:1
C 0.020344 -0.340835 0.442342 -3.4 3.4 -8.3 0.059
F -0.754735 -1.356995 0.764225 1.2 0.6 0.5 -0.155
F 0.260683 1.378919 -1.167809 1.2 1.1 -0.1 -0.124
N -0.480905 0.302312 -0.913039 1.4 -4.6 7.4 -0.119
H 0.954613 0.016599 0.874281 -0.3 -0.6 0.6 0.339
```
Positions in Å, forces in eV/Å.

Results
E_HOMO (alpha / beta) ... -10.155 / -9.868 eV
Structure (SMILES) ... F/C=N/F
Electronic energy ... -7973.483 eV
Largest force on an atom ... 9.61 eV/A
Molecular weight ... 65.02 g/mol
2S+1 ... 1

5.
Here is 2 unconnected molecules or ions with the total composition CHF2O4P from OMol25. Energies are from ωB97M-V/def2-TZVPD.

The geometry in XYZ format:
```
9
Properties=species:S:1:pos:R:3:forces:R:3:mulliken_charge:R:1
O 1.689055 1.135466 -0.559623 2.6 -1.6 0.8 -0.619
F -3.516318 -0.219837 0.717718 1.0 0.4 -1.2 -0.120
F -2.429557 0.673501 -0.991899 -0.8 -0.8 2.6 -0.111
H 0.776428 1.075629 -0.566068 -3.4 1.0 -0.4 0.243
C -2.505574 0.616120 0.398607 0.2 0.3 -1.4 0.148
O 0.177076 -0.560058 0.693781 -3.4 0.6 -0.2 -0.687
P 1.549653 -0.554879 0.106097 2.0 -0.3 0.6 0.786
O 2.471991 -0.726327 1.287439 1.6 0.4 -0.1 -0.838
O 1.787247 -1.439615 -1.086052 0.1 -0.1 -0.7 -0.800
```
Positions in Å, forces in eV/Å.

Results
E_HOMO ... 1.028 eV
Electronic energy ... -23965.815 eV
Charge ... -2
Largest force on an atom ... 3.57 eV/A
Molecular weight ... 145.98 g/mol
2S+1 ... 1

6.
Here is a gas-phase ion, CHF2O4S (charge -1) from OMol25. Energies are from ωB97M-V/def2-TZVPD.

The geometry in XYZ format:
```
9
Properties=species:S:1:pos:R:3:forces:R:3:mulliken_charge:R:1
S 0.454619 -1.680885 -0.441780 -1.2 2.2 0.3 0.561
O 0.697293 -2.834603 0.398202 -0.1 -0.1 0.4 -0.510
O -0.946466 -1.026661 -0.177098 2.2 -1.3 -0.4 -0.491
O -3.418152 -1.327317 0.108947 1.5 0.9 0.1 -0.573
H 1.109742 0.015588 0.998141 -0.4 -0.3 -0.1 0.296
F -2.618485 0.399520 -1.089999 0.2 -0.8 0.1 -0.275
O 1.470946 -0.392034 0.196894 -0.3 -0.8 -0.4 -0.537
C -2.583336 -0.457627 0.013678 -1.8 0.2 -0.9 0.772
F -2.271403 0.399480 0.998426 -0.1 0.0 0.9 -0.242
```
Positions in Å, forces in eV/Å.

Results
E_HOMO ... -5.499 eV
Electronic energy ... -25514.764 eV
Charge ... -1
Largest force on an atom ... 2.62 eV/A
Molecular weight ... 147.08 g/mol
2S+1 ... 1